Formula: C11H29ClNO12P3
Source: the Open Molecules 2025 dataset
Level of theory: the ωB97M-V functional and the def2-TZVPD basis

Atoms and positions in Å:
C -1.980482 0.507500 -4.397884
N -1.338069 -0.572524 -3.696088
C -0.115599 -0.173683 -3.002349
P -0.302766 1.180080 -1.677177
O -0.064484 -0.016632 -0.335315
C -0.560988 0.438660 0.842163
Cl -1.717194 -0.794184 1.593307
C -1.277046 1.769276 0.617172
C -1.237495 2.754053 1.814825
O -0.151541 3.029854 2.358816
O -2.352881 3.243258 2.145902
O -0.531035 2.374737 -0.416573
H -1.349450 0.985662 -5.169018
H -2.892041 0.177644 -4.901842
H -2.275730 1.295201 -3.713346
H -1.148765 -1.340845 -4.322521
H 0.242170 -1.057655 -2.476186
H 0.692622 0.160557 -3.675950
H 1.147361 1.288545 -1.666508
H -0.366939 2.254164 -2.656847
H -1.729445 0.953260 -1.625888
H 0.266460 0.615966 1.528824
H -2.332081 1.687253 0.356186
C 4.472810 -4.303527 -4.419019
O 4.440412 -3.598533 -3.187877
P 4.079844 -1.964093 -3.285830
O 3.126852 -2.068339 -4.431245
O 5.628621 -1.637310 -3.769577
C 6.733612 -2.091149 -2.992454
O 3.722937 -0.395382 -2.984131
C 4.488693 0.687334 -3.484341
H 5.039812 -5.219514 -4.236409
H 3.465707 -4.561849 -4.737398
H 4.969421 -3.720042 -5.194794
H 7.193372 -2.955097 -3.476067
H 6.445236 -2.369134 -1.979006
H 7.466386 -1.284920 -2.939686
H 4.652040 0.569603 -4.555792
H 5.441977 0.782399 -2.963720
H 3.901329 1.583206 -3.290984
C -4.673588 1.847520 3.438827
O -4.233648 0.579003 3.972473
P -4.632815 0.234378 5.458975
O -5.987292 0.723419 5.770174
O -3.481907 1.175897 6.129740
C -2.178258 1.285723 5.511332
O -4.408542 -1.044657 6.439395
C -3.747070 -0.880342 7.684814
H -4.010801 2.063638 2.599352
H -5.705071 1.781186 3.094900
H -4.568788 2.638271 4.178243
H -2.095775 2.241623 4.993405
H -1.991261 0.486552 4.796955
H -1.429025 1.240677 6.303729
H -4.176903 -0.050593 8.243314
H -2.677034 -0.726897 7.552417
H -3.895865 -1.809198 8.236580

Atomic forces in eV per Å
C -0.08 0.24 -0.50
N -0.14 0.14 0.23
C 0.15 -0.09 0.32
P 0.01 0.39 -0.20
O -0.39 -0.31 0.04
C 0.64 0.53 -0.72
Cl -0.03 -0.08 0.34
C 0.44 1.16 0.24
C -0.19 0.32 0.68
O 0.38 -0.45 -0.10
O -0.35 -0.13 -0.09
O -0.03 -0.62 -0.32
H 0.13 0.02 -0.01
H -0.05 -0.23 0.01
H 0.06 0.02 0.22
H 0.01 -0.05 -0.09
H 0.15 -0.05 0.05
H -0.07 0.09 -0.18
H -0.02 0.12 0.09
H -0.18 -0.18 -0.15
H 0.00 -0.07 -0.15
H -0.29 -0.36 0.62
H -0.05 -0.41 -0.16
C -0.18 -0.18 -0.23
O 0.09 0.45 3.31
P 0.24 0.91 -7.33
O -0.34 -0.46 0.46
O 0.12 0.07 0.83
C 0.00 0.01 -0.20
O -0.23 -1.11 2.56
C 0.38 0.34 0.38
H 0.00 0.05 0.16
H -0.01 0.12 -0.07
H -0.07 0.05 0.01
H -0.02 -0.05 0.06
H 0.05 -0.03 0.01
H -0.02 0.03 -0.01
H 0.01 -0.12 0.03
H 0.05 0.00 -0.09
H -0.15 -0.12 0.09
C -0.19 0.33 -0.67
O 0.02 -2.82 -0.22
P 0.14 4.22 2.57
O -0.24 -0.45 -0.23
O -0.02 -0.21 0.14
C -0.03 0.17 0.10
O 0.07 -0.94 -2.17
C 0.28 -0.12 0.08
H 0.15 0.01 0.17
H -0.06 -0.15 0.23
H 0.02 -0.10 0.11
H -0.01 -0.08 -0.12
H 0.00 0.03 -0.05
H -0.07 0.01 0.07
H 0.03 0.03 -0.03
H -0.02 0.11 0.00
H -0.10 -0.02 -0.10

HOMO level in Ha: -0.0591
Charge: -2
Frontier orbital gap in eV: 3.47

Mulliken atomic charge list, values in e, 5 entries: -0.878, -0.359, -0.486, 0.817, -0.556

---

Formula: C11H29CoN7
Source: the Open Molecules 2025 dataset
Level of theory: the ωB97M-V functional and the def2-TZVPD basis

Atoms and positions in Å:
Co 0.096626 -0.406496 0.165320
N -1.898083 -0.318680 0.474377
C -2.181906 0.120423 1.872520
C -1.094108 -0.425066 2.770811
N 0.184740 0.011537 2.183054
C 1.412248 -0.613486 2.712473
C 2.524958 -0.268020 1.745577
N 2.075940 -0.604654 0.364873
H -2.446897 0.241040 -0.173214
H -2.231796 -1.272555 0.350331
H -3.165041 -0.210978 2.205011
H -2.180506 1.211755 1.893981
H -1.114409 -1.517312 2.772447
H -1.224835 -0.089880 3.801278
H 0.256501 1.019198 2.316228
H 1.256472 -1.693902 2.745552
H 1.650632 -0.283787 3.725052
H 3.444750 -0.790912 2.005460
H 2.746396 0.798241 1.789216
H 2.289491 -1.580376 0.171336
H 2.595814 -0.053018 -0.316103
C 2.973265 4.002280 -0.943153
C 1.512784 3.674451 -0.656691
C 0.657797 4.010704 -1.872630
C 1.021209 4.451094 0.565656
N 1.469001 2.202184 -0.359974
N 0.252199 1.518258 -0.670195
H 3.102999 5.078156 -1.061345
H 3.308875 3.509317 -1.855498
H 3.613637 3.676956 -0.120243
H 0.769374 5.071879 -2.089862
H -0.408396 3.837850 -1.711125
H 0.983854 3.466418 -2.762613
H 1.019128 5.523260 0.373005
H 1.674528 4.274813 1.424457
H -0.002663 4.166587 0.833583
H 1.640213 2.053753 0.624324
H 0.177371 1.511285 -1.682405
H -0.558812 2.049545 -0.344072
N -0.181483 -2.849943 -1.801259
C -0.248175 -4.190755 -1.804169
C -0.154893 -4.607415 -0.496155
C -0.034831 -3.428640 0.241125
N -0.051902 -2.354457 -0.555921
H -0.233718 -2.238178 -2.598700
H -0.345723 -4.748567 -2.721180
H -0.176045 -5.618200 -0.128460
H 0.066121 -3.316007 1.309621

Atomic forces in eV per Å
Co 0.16 0.09 0.22
N 0.05 -0.06 -0.19
C -0.10 -0.03 0.03
C 0.00 0.00 -0.02
N 0.01 0.10 0.01
C -0.02 -0.02 -0.04
C 0.06 -0.05 0.03
N -0.04 -0.17 -0.25
H -0.02 -0.01 -0.01
H -0.06 0.01 0.00
H -0.03 0.01 -0.05
H 0.02 0.00 -0.01
H 0.02 0.00 0.00
H 0.01 0.02 0.00
H 0.02 -0.01 0.07
H -0.03 0.01 0.00
H -0.01 0.01 0.01
H 0.02 0.00 -0.04
H 0.01 0.01 -0.02
H 0.09 0.02 -0.01
H -0.01 0.08 0.05
C 0.02 -0.02 0.05
C -0.06 0.09 0.15
C 0.06 -0.06 -0.07
C -0.06 -0.06 -0.03
N 0.23 -0.17 -0.52
N -0.33 0.09 0.55
H 0.00 -0.01 0.01
H 0.00 0.00 0.02
H 0.00 0.02 0.00
H 0.02 -0.01 -0.01
H 0.00 0.03 0.00
H -0.01 -0.02 0.02
H -0.01 0.00 0.00
H -0.02 0.00 0.00
H 0.01 0.03 0.01
H 0.00 0.14 0.10
H 0.03 -0.06 -0.05
H 0.01 0.14 -0.10
N -0.05 0.09 -0.07
C 0.03 -0.06 0.00
C -0.02 0.03 0.04
C 0.00 -0.05 -0.08
N -0.02 -0.17 0.25
H 0.03 0.01 -0.01
H -0.02 0.04 0.00
H 0.01 0.01 -0.01
H -0.01 0.00 -0.01

<S²>: 0.80
Energy relative to the best compared isomer or geometry (same formula, charge and spin) in kcal/mol: 8.4
HOMO level (spin up / spin down) in Ha: -0.5749 / -0.5753
Charge: +2
2S+1: 2
Frontier orbital gap (spin up / spin down) in eV: 9.46 / 9.72

Mulliken atomic charge list, values in e, 5 entries: 0.158, -0.311, -0.693, -0.542, -0.079

---

Formula: C11H29F6NO8
Source: the Open Molecules 2025 dataset
Level of theory: the ωB97M-V functional and the def2-TZVPD basis

Atoms and positions in Å:
N 17.534870 22.741240 -30.944300
H 16.550700 22.835710 -31.150650
H 17.840320 23.689230 -30.776590
H 17.930200 22.341550 -31.783380
H 17.649430 22.123360 -30.153600
O 14.988520 22.754310 -31.496350
H 14.630030 22.287640 -30.716460
C 18.564120 26.047970 -30.469840
O 19.338880 24.861730 -30.387790
O 17.350840 25.660870 -31.107870
C 18.667400 26.686400 -29.037680
F 17.761110 27.569030 -28.785690
F 18.493200 25.769060 -28.072670
F 19.893690 27.218070 -28.793160
C 20.325680 24.586240 -31.411980
C 21.067360 23.341780 -30.946930
H 21.743270 23.478020 -30.102730
H 20.395310 22.562120 -30.588350
H 21.571160 22.893090 -31.803070
H 21.032200 25.415980 -31.390080
H 19.887760 24.508740 -32.407130
H 19.114690 26.691690 -31.155840
C 14.326320 27.690780 -29.224260
O 14.404670 26.244010 -29.193680
O 14.064000 28.010210 -30.562350
C 13.517610 28.408130 -28.036310
F 13.499630 29.769630 -28.213110
F 12.262750 27.950880 -27.992310
F 13.997140 28.178860 -26.763000
C 14.838900 25.540310 -28.039930
C 15.133090 24.172040 -28.582290
H 14.292240 23.766800 -29.145190
H 16.051970 24.089460 -29.162750
H 15.172790 23.422150 -27.792240
H 14.032650 25.578140 -27.307380
H 15.798940 25.885750 -27.656420
H 15.360810 27.945320 -28.993770
C 16.183560 19.451050 -31.532480
O 15.564380 19.582490 -32.833860
H 17.198380 19.848830 -31.530850
H 15.573140 19.937180 -30.771450
H 16.299000 18.392440 -31.299830
H 16.060330 19.003780 -33.417580
C 19.347120 21.035770 -34.069060
O 18.228990 21.508990 -33.287930
H 19.259360 21.206310 -35.142060
H 20.291050 21.462530 -33.729990
H 19.459310 19.957980 -33.951210
H 17.484460 21.662900 -33.874100
C 18.545010 21.733980 -27.848570
O 17.504270 21.430260 -28.672590
H 19.480440 21.643700 -28.400760
H 18.402370 22.729660 -27.428600
H 18.602680 21.068300 -26.987390
H 16.703930 21.229830 -28.181780

Atomic forces in eV per Å
N 1.98 -0.39 -0.22
H -3.67 0.01 -0.55
H 0.38 1.11 0.07
H 0.33 0.19 0.00
H -0.10 0.18 0.00
O 0.30 -0.94 0.43
H 0.03 0.34 -0.50
C -3.14 -1.14 -3.50
O 2.43 -1.43 0.38
O 3.02 1.49 2.85
C -0.42 -2.05 -0.81
F -0.91 1.99 -0.18
F 0.24 -1.08 0.64
F 0.34 0.36 -0.23
C -0.55 0.67 2.21
C -0.39 -0.66 -0.40
H 0.18 0.48 -0.23
H -0.45 0.10 -0.16
H 0.48 0.00 0.03
H 0.14 0.23 -0.39
H -0.25 -0.19 -0.02
H 0.38 0.95 0.06
C 1.68 0.40 -3.80
O -1.12 0.17 1.04
O -0.73 0.35 4.02
C 0.28 -1.03 -1.62
F -0.13 -0.98 0.49
F -0.91 0.42 0.19
F 0.19 0.40 -0.51
C 0.05 0.33 -1.55
C -0.70 -1.54 0.45
H 0.13 0.51 -0.61
H -0.29 0.46 -0.17
H 0.46 -0.12 0.81
H 0.16 -0.28 0.56
H -0.06 0.75 0.43
H 0.56 0.68 0.52
C 0.00 -0.28 -0.68
O 0.26 -0.07 0.74
H -0.08 0.43 0.02
H 0.03 0.16 -0.40
H -0.22 -0.31 0.24
H 0.02 -0.01 -0.07
C -0.36 -0.28 0.35
O 1.37 -0.54 -1.23
H -0.23 0.34 0.03
H -0.22 0.37 0.17
H -0.14 -0.23 0.12
H -0.37 0.08 0.15
C 1.00 0.61 1.69
O -1.39 -1.54 -0.71
H -0.04 0.26 -0.02
H 0.45 0.33 -0.15
H 0.12 -0.37 0.11
H -0.10 0.30 -0.04

Energy relative to the best compared isomer or geometry (same formula, charge and spin) in kcal/mol: 45.1
HOMO level in Ha: 0.0021
Charge: -2
Frontier orbital gap in eV: 3.90

Mulliken atomic charge list, values in e, 5 entries: 0.670, 0.156, -0.173, 0.346, 0.083

---

Record order is preserved below.
Electronic energy: -78324.6299 -59921.6706 -46046.5526 eV